101
Properties=species:S:1:pos:R:3:forces:R:3:lowdin_charge:R:1 method="wB97M-V/def2-TZVPD" lumo_energy_ev="-11.133 / -11.128" charge=+3 homo_lumo_gap_ha="0.169 / 0.168" spin_multiplicity=1
H -2.256 6.616 4.065 0.0 0.0 0.0 0.117
C 0.771 4.875 1.340 0.1 0.0 0.0 0.013
H 1.401 -1.821 2.523 0.0 0.0 0.0 0.136
C -2.054 -1.356 2.486 0.0 0.0 0.0 0.024
C -0.163 3.240 -3.877 -0.1 0.1 -0.1 -0.271
C 1.799 -1.999 0.460 -0.1 -0.1 -0.3 -0.644
H -4.291 -0.857 4.192 0.0 0.0 0.0 0.146
O 1.753 -1.094 -0.516 0.0 0.2 0.0 -0.365
H -1.488 3.803 -1.584 0.0 0.0 0.0 0.118
H 0.875 7.746 -3.412 0.0 0.0 0.0 0.119
H 2.176 3.691 -2.121 0.1 0.0 0.0 0.098
H -1.551 -4.127 -6.161 0.0 0.0 0.0 0.065
H -3.818 0.217 6.230 0.0 0.0 0.0 0.114
H -0.450 7.951 -1.337 0.0 0.0 0.0 0.116
H 5.535 -1.837 -3.710 0.0 -0.1 0.0 0.060
H 4.094 -0.928 -3.328 0.0 -0.1 0.0 0.008
H -0.252 -4.376 -5.008 0.0 0.0 0.0 0.035
N -0.696 0.192 1.288 -0.4 -0.3 0.1 0.036
C 1.819 -3.398 -2.789 -0.1 -0.1 0.2 -0.445
H 1.948 -2.240 -5.407 0.0 0.0 -0.1 0.033
C 4.414 -3.245 -1.021 0.0 0.0 0.2 -0.144
C -0.547 -3.793 -5.884 0.0 -0.2 0.0 -0.152
C -0.308 4.857 2.217 0.0 0.1 0.0 -0.140
C 1.194 3.695 0.774 0.1 0.0 0.1 -0.085
H 6.791 0.028 -1.882 0.0 0.0 0.0 0.123
C -1.749 -1.596 -4.115 0.0 0.0 0.2 -0.215
O -3.235 0.388 5.483 0.0 -0.1 0.0 -0.038
H -2.955 -1.632 5.050 0.0 0.0 0.0 0.141
H -1.637 5.981 -0.430 0.0 0.0 0.0 0.107
C -0.422 2.478 1.913 -0.1 -0.1 0.0 -0.159
C 0.445 5.661 -3.658 0.0 0.1 0.0 -0.042
H 4.264 -2.240 -0.624 0.0 0.0 0.0 0.020
O 0.424 1.601 -1.881 0.3 0.0 -0.1 -0.626
H 5.484 -3.469 -0.984 0.0 0.0 0.0 0.067
H 3.892 -3.962 -0.388 0.1 0.0 0.0 0.054
H 1.280 5.796 1.088 0.0 0.0 0.0 0.140
H 3.095 -2.023 2.133 0.0 0.0 0.0 0.146
N 0.622 2.521 1.057 -0.2 -0.2 -0.1 -0.023
C 5.904 0.606 -2.105 0.0 0.1 0.0 -0.077
C -0.803 6.127 2.851 0.0 -0.1 0.0 -0.191
H 4.972 0.197 -0.217 0.0 0.0 0.0 0.105
H 0.124 3.347 -4.926 -0.1 0.1 0.0 0.108
C 0.374 6.880 -3.000 0.0 0.0 0.0 -0.045
Si -0.602 -1.984 -5.551 -0.1 0.0 0.0 0.461
C -0.929 -0.926 -7.012 0.0 0.2 -0.1 -0.148
H -1.837 -2.433 -3.412 0.0 0.0 0.0 0.046
C 4.881 0.702 -1.172 0.1 0.0 0.0 -0.077
Si 3.882 -3.367 -2.774 0.0 0.2 -0.1 0.515
N 2.331 -0.038 1.903 0.1 0.3 -0.1 0.013
C 5.795 1.276 -3.317 0.0 0.0 0.0 -0.053
H -1.028 6.850 2.058 0.0 0.0 0.0 0.135
H 4.160 -1.921 -4.798 0.0 0.0 -0.1 0.042
C -1.839 0.890 3.262 0.0 0.0 0.0 0.076
H -1.113 2.702 -3.832 0.0 0.0 -0.1 0.105
H 2.596 3.638 -3.835 0.0 0.0 0.0 0.113
H -1.513 -0.691 -3.544 -0.1 0.0 -0.1 0.008
H 0.122 -4.039 -6.709 0.0 0.0 0.0 0.060
C -1.209 -1.031 1.444 -0.1 0.1 0.0 -0.102
H 1.524 -3.809 -1.822 0.0 -0.1 0.0 0.023
H 6.598 1.220 -4.041 0.0 0.0 0.0 0.125
H 1.550 -3.980 -3.670 0.2 -0.1 0.0 0.028
H -1.903 -1.210 -7.422 0.0 0.0 0.0 0.065
H 2.009 0.324 2.794 0.0 0.0 0.0 0.111
C 2.184 -1.500 1.836 0.0 0.1 0.2 -0.116
C -0.367 6.993 -1.832 0.0 0.0 0.0 -0.057
S 0.996 2.018 -3.237 -0.2 -0.4 0.3 0.930
H -0.932 -1.772 0.704 0.0 0.0 0.0 0.116
H 0.991 5.588 -4.592 0.0 0.0 0.0 0.121
C 3.649 2.161 -2.659 0.0 0.0 -0.1 -0.276
H -2.753 -1.431 -4.518 0.0 -0.1 0.0 0.063
H 5.341 -5.119 -3.555 0.0 0.0 0.0 0.065
C -2.374 -0.382 3.428 -0.1 -0.1 0.0 -0.139
Te 1.142 -1.534 -2.988 -0.3 0.2 0.5 1.862
O 1.559 -3.170 0.287 0.0 0.1 -0.1 0.072
H 3.943 -4.985 -4.628 0.0 0.0 0.0 0.052
C -0.911 3.636 2.490 0.1 0.1 0.0 0.084
C 3.770 1.483 -1.450 -0.1 0.1 0.0 -0.077
C 1.271 -1.496 -5.000 0.3 0.1 -0.2 -0.495
C -1.030 5.885 -1.321 0.0 0.0 0.0 -0.075
H -1.764 3.607 3.150 0.0 0.0 0.0 0.129
C -3.281 -0.695 4.587 0.1 0.1 -0.1 -0.193
H -0.184 -1.062 -7.797 0.0 0.0 0.0 0.059
H 3.299 0.254 1.807 0.0 -0.1 0.0 0.101
H 0.011 6.547 3.453 0.0 0.0 0.0 0.148
C -0.215 4.548 -3.146 0.0 -0.1 0.0 -0.291
H -0.970 0.132 -6.746 0.0 0.0 0.0 0.047
C -0.951 4.661 -1.971 0.0 0.0 0.0 -0.042
H 2.034 3.674 0.094 0.0 0.0 0.0 0.108
O -1.934 5.822 3.626 0.0 0.0 0.0 -0.032
H 4.605 2.576 -4.536 0.0 0.0 0.0 0.126
C 2.450 3.027 -2.943 0.1 0.0 0.1 -0.262
C 4.444 -1.884 -3.747 -0.2 0.1 0.0 -0.181
H -2.059 1.651 3.994 0.0 0.0 0.0 0.127
H 1.483 -0.490 -5.366 -0.1 -0.1 0.0 0.030
C -1.021 1.143 2.175 0.1 0.1 -0.1 -0.191
H 2.993 1.625 -0.702 0.2 0.0 0.0 0.048
H -2.447 -2.361 2.564 0.0 0.0 0.0 0.136
C 4.670 2.040 -3.597 0.0 0.0 0.0 -0.019
C 4.258 -4.967 -3.583 0.0 -0.2 -0.1 -0.149
Pd 1.161 0.793 0.168 0.2 -0.1 0.1 0.976
H 3.792 -5.804 -3.061 0.0 0.0 0.0 0.061

***

97
Properties=species:S:1:pos:R:3:forces:R:3:lowdin_spin:R:1 method="wB97M-V/def2-TZVPD" lumo_energy_ev="-6.132 / -6.167" charge=+2 homo_lumo_gap_ha="0.249 / 0.247" s_squared=0.7509 spin_multiplicity=2
H 10.395 6.871 11.957 0.3 0.5 -0.7 0.000
As 11.628 11.162 6.946 -0.8 0.6 -0.5 -0.001
H 14.238 13.055 8.097 0.7 1.0 0.5 0.000
C 14.930 14.208 12.262 0.0 -0.1 0.6 0.000
H 21.506 8.860 9.790 0.0 0.4 0.0 0.000
C 19.209 15.604 8.857 -0.7 -0.9 0.5 0.000
C 17.512 13.960 8.444 0.3 -0.4 -0.3 0.000
C 14.885 13.615 10.848 0.6 0.1 -0.5 0.000
H 6.882 10.040 5.691 -0.3 -0.5 -0.1 0.000
C 18.602 10.476 7.958 0.5 -0.6 0.2 0.000
H 7.161 7.545 5.931 -0.8 -0.8 -0.4 0.000
H 16.742 8.320 12.946 0.1 0.0 -0.5 0.000
C 17.859 15.292 8.634 0.1 0.8 0.1 0.000
C 18.527 13.003 8.424 0.0 -0.9 0.1 0.000
H 13.679 14.966 9.535 0.3 0.1 0.5 0.000
H 13.272 6.861 5.131 -0.4 0.9 0.2 0.000
C 12.041 9.105 12.448 -1.7 0.9 -0.5 0.000
C 10.712 12.935 6.887 0.3 -0.5 0.6 0.000
H 19.509 16.564 9.211 -0.2 0.8 -0.3 0.000
H 12.419 8.346 13.116 0.1 -0.1 -0.1 0.000
C 9.171 7.680 6.602 0.6 0.8 0.1 0.000
H 11.997 12.152 4.560 -0.2 0.0 0.3 0.000
H 17.876 9.279 9.537 -0.2 0.0 0.1 0.000
H 19.426 11.029 10.568 0.3 0.5 0.0 0.000
C 15.240 8.571 11.454 0.0 1.8 -0.4 -0.001
H 11.861 6.661 10.975 -0.7 0.6 0.0 0.000
H 13.434 8.686 5.007 -0.2 -0.7 0.1 0.000
C 20.204 14.630 8.878 -0.8 -1.0 -0.6 0.000
H 20.632 12.484 8.576 -0.5 0.7 0.0 0.000
C 7.784 9.549 6.022 0.5 1.2 0.4 0.000
O 14.343 7.936 10.821 0.3 -0.8 0.5 -0.003
As 12.162 8.042 7.153 -0.8 -1.8 0.2 -0.001
H 17.199 8.141 11.187 0.6 0.1 0.0 0.000
H 11.865 7.935 4.638 0.5 -0.3 0.3 0.000
H 13.528 10.227 14.470 -0.6 0.8 -0.6 0.000
C 12.160 10.469 12.780 -0.4 0.6 0.2 0.000
C 21.263 9.910 10.019 -0.3 -0.2 0.5 0.000
H 15.819 13.069 10.613 -0.3 0.2 0.5 0.000
C 10.626 9.701 10.494 -0.1 0.9 0.7 -0.001
N 17.904 11.737 8.289 -0.9 0.7 -1.1 0.000
H 16.236 6.872 11.952 0.5 0.3 0.2 0.000
H 10.112 13.102 10.337 -0.3 -0.4 0.0 0.000
C 11.993 6.039 7.333 -0.1 0.2 0.1 0.000
H 15.521 15.134 12.284 -0.1 -0.2 0.0 0.000
H 11.698 12.504 12.121 -0.1 0.2 0.5 0.000
H 14.869 14.598 7.495 0.1 0.1 -0.1 0.000
C 11.255 8.738 11.298 -0.5 -0.1 1.9 0.003
H 8.862 12.163 11.212 0.3 0.0 0.1 0.000
C 19.755 10.033 10.287 -0.3 -0.7 0.4 0.000
H 13.016 10.733 4.748 -0.8 0.3 0.4 0.000
Ce 13.352 9.875 10.272 0.5 2.0 -4.2 1.010
H 21.850 10.195 10.905 -0.2 0.0 -0.3 0.000
N 16.287 13.267 8.239 0.8 -0.2 0.0 0.000
H 11.377 5.772 8.211 0.4 0.0 -0.4 0.000
O 15.104 9.875 11.530 0.9 -1.1 1.2 -0.006
C 14.969 13.895 8.318 -0.5 -1.0 -0.3 0.000
H 17.128 16.102 8.632 0.2 -0.3 0.0 0.000
H 17.970 9.890 7.274 0.2 0.6 0.0 0.000
H 10.344 7.219 10.184 -0.1 -0.4 0.0 0.000
C 12.792 10.976 14.045 1.6 -0.2 0.9 0.000
H 13.926 14.461 12.670 0.5 -0.1 -0.4 0.000
C 10.946 7.303 11.086 0.6 -1.4 -0.1 0.001
H 14.102 12.860 10.791 -0.4 -0.3 0.0 0.000
C 16.460 7.950 11.950 -0.5 -1.4 0.6 0.000
C 12.006 11.150 4.989 1.8 -0.3 0.0 0.000
C 10.040 9.946 6.805 0.4 -0.3 0.0 0.000
H 10.369 13.164 5.892 -0.6 -0.2 -0.2 0.000
H 9.141 11.800 9.536 0.2 0.1 -0.1 0.000
H 9.940 12.897 7.659 -0.1 0.3 -0.4 0.000
C 8.804 10.424 6.403 -0.2 -0.1 0.4 0.000
H 11.385 13.756 7.119 0.4 -0.1 0.3 0.000
H 19.561 10.693 7.454 -0.6 0.3 0.1 0.000
C 14.708 14.590 9.662 -0.4 -0.3 0.0 0.000
C 9.648 12.106 10.453 0.7 -0.2 -0.7 0.000
C 7.969 8.187 6.139 0.3 0.5 0.3 0.000
H 19.472 9.429 11.177 0.4 0.2 -0.4 0.000
H 10.087 9.396 9.595 -0.2 0.0 0.3 0.000
C 11.556 11.451 11.952 -0.6 -1.7 -1.3 -0.001
H 11.548 5.610 6.411 0.2 0.4 0.6 0.000
C 19.882 13.298 8.580 0.2 -0.1 0.5 0.000
C 10.224 8.550 6.897 1.2 0.6 -0.3 0.000
H 13.344 11.956 13.868 -0.8 -1.2 0.3 0.000
H 8.619 11.484 6.492 -0.2 0.1 -0.5 0.000
C 12.768 7.845 5.277 0.0 0.6 -0.5 0.000
C 18.861 9.538 9.154 -0.4 0.5 -0.3 0.000
H 15.408 13.508 12.994 -0.4 0.5 -0.7 0.000
H 12.062 11.107 14.877 0.2 0.1 -0.9 0.000
H 21.584 10.533 9.187 0.1 0.0 -0.1 0.000
H 11.288 10.535 4.485 -0.5 -0.3 -0.2 0.000
H 15.367 15.460 9.804 -0.2 -0.3 -0.1 0.000
Se 15.383 10.480 7.916 -0.4 0.2 -0.1 -0.002
C 10.682 11.072 10.878 -0.1 0.1 1.3 0.002
H 9.316 6.634 6.707 0.0 -0.8 0.0 0.000
H 19.245 8.623 8.721 0.3 -0.3 -0.1 0.000
C 16.545 11.937 8.109 1.6 0.1 1.3 0.000
H 13.017 5.625 7.444 -0.6 0.3 0.0 0.000
H 21.199 14.923 9.133 0.5 0.0 0.0 0.000

***

97
Properties=species:S:1:pos:R:3:forces:R:3:lowdin_charge:R:1 method="wB97M-V/def2-TZVPD" lumo_energy_ev=-2.776 charge=+1 homo_lumo_gap_ha=0.216 spin_multiplicity=1
H 0.524 3.948 -2.045 0.2 -0.2 -0.5 0.119
C 4.180 0.391 -1.364 -0.2 -0.1 0.9 -0.643
H -5.122 1.488 -1.325 0.0 0.1 0.3 0.086
C 5.527 -0.309 -1.194 0.3 0.2 -0.3 -0.102
C -5.053 -1.357 -0.254 -0.2 -0.1 0.1 -0.081
H 1.233 1.975 -6.583 -0.1 0.2 0.5 0.117
H -3.688 -3.167 1.255 0.1 0.2 -0.1 0.103
Pb -0.221 0.410 1.127 0.7 -1.5 -0.4 1.136
C -1.025 -2.980 4.867 -0.1 0.3 0.2 -0.006
H 0.479 5.403 -4.063 0.1 -0.3 0.0 0.113
C 0.669 4.334 -4.173 0.0 -0.3 0.1 -0.061
H 3.362 2.426 -1.364 0.2 -0.1 0.0 0.054
H -4.013 3.621 1.540 0.1 -0.2 0.1 0.097
H -1.062 0.817 4.267 -0.1 -0.3 0.1 0.099
H 5.021 2.281 -1.986 -0.1 0.1 0.1 0.088
C 2.030 -1.253 -1.015 -0.7 -2.9 0.6 -0.342
C -1.598 -2.158 -2.753 -1.0 1.1 0.4 -0.071
C -2.778 2.969 -0.819 -0.1 -0.1 0.0 -0.093
H 2.063 -2.086 2.334 0.2 0.2 0.0 0.052
H 2.688 0.391 -2.977 0.4 -0.2 0.0 0.023
N -0.673 -1.058 3.450 -0.2 -0.2 0.2 -0.027
C -4.444 -0.754 2.135 -0.1 -0.1 0.0 -0.085
H 3.856 -2.952 0.820 0.1 0.2 0.0 0.080
C -1.483 -0.773 5.688 0.0 0.6 -0.2 -0.074
H -3.516 -0.351 -2.124 0.4 0.0 0.2 0.088
C 0.724 -1.716 -1.327 1.4 0.9 0.7 -0.376
C 4.694 0.179 2.157 0.0 -0.1 0.0 -0.104
H -3.627 -0.576 2.850 -0.1 0.0 -0.2 0.072
P -2.797 0.339 0.146 -0.6 -0.1 -0.6 0.994
C 0.658 2.866 2.243 1.4 3.0 0.9 -0.065
N -0.220 -3.171 2.607 0.0 -0.1 0.0 0.133
H -2.963 2.725 -1.874 0.1 0.1 0.3 0.083
C -3.576 2.054 0.133 -0.3 -0.5 0.1 -0.701
H 4.375 0.438 -3.511 0.0 0.0 0.1 0.099
H 6.194 0.058 -1.989 0.0 -0.1 0.1 0.093
C 0.601 -2.879 -2.140 -0.8 -0.6 -0.9 -0.045
H 4.958 -2.593 2.161 0.0 -0.1 -0.1 0.086
P 2.874 -0.110 0.002 0.3 0.4 1.3 1.023
H 0.957 4.434 -6.303 -0.1 -0.1 0.1 0.111
H -5.111 0.118 2.140 0.1 -0.2 0.0 0.069
C -0.632 -2.388 3.650 -0.1 0.3 -0.2 -0.398
H -2.705 -2.707 -0.151 -0.1 0.1 0.2 0.080
C -3.520 2.638 1.556 -0.1 0.0 -0.1 -0.092
H -0.174 -4.173 2.726 0.0 0.3 -0.1 0.115
H 2.117 -0.423 2.981 0.1 -0.1 -0.1 0.039
C -1.076 -0.261 4.463 0.0 -0.9 0.2 -0.164
H -5.022 -1.617 2.497 0.1 0.2 -0.1 0.096
H -2.216 0.833 -2.142 0.0 -0.4 0.2 0.081
H -5.689 -0.482 -0.428 0.1 -0.3 0.1 0.062
H 5.176 -0.203 3.068 -0.1 0.1 -0.1 0.089
C 2.729 -1.275 2.656 0.0 0.1 -0.1 -0.137
C 1.054 1.576 -4.463 0.1 0.1 0.3 -0.024
C -0.555 -3.083 -2.865 1.1 -0.2 0.5 -0.072
C 0.930 2.135 -3.167 0.0 -0.2 -1.5 -0.209
C -5.032 1.957 -0.336 -0.2 0.5 0.0 -0.091
H -4.042 2.008 2.288 0.1 0.2 -0.2 0.070
O 1.166 3.828 2.591 -1.1 -2.3 -0.8 0.091
C -3.061 -2.367 0.829 0.2 0.0 0.0 -0.084
H -4.681 -1.716 -1.221 -0.1 0.0 0.3 0.077
H -0.968 -4.064 4.937 -0.1 0.2 0.2 0.116
C 3.769 -0.910 1.590 -0.1 0.0 -1.3 -0.673
H -2.504 -2.213 -3.354 0.3 -0.1 0.0 0.106
C 0.686 3.517 -3.040 0.0 0.1 0.1 -0.029
H -5.664 1.419 0.382 0.2 0.1 -0.2 0.073
H 3.262 -1.643 3.547 -0.1 0.1 -0.2 0.095
C -3.907 -1.085 0.732 -0.1 0.3 0.1 -0.665
H 5.431 -1.393 -1.341 0.0 0.3 0.1 0.080
C -1.466 -2.159 5.895 0.3 -0.2 -0.6 -0.049
C 0.906 3.783 -5.436 0.0 0.0 0.2 -0.063
C 4.319 1.913 -1.224 0.4 0.0 -0.2 -0.103
H 0.061 -2.780 1.712 -0.1 -0.2 0.5 0.084
H 1.154 0.494 -4.579 0.1 0.4 0.1 0.124
H 2.753 -2.033 -1.297 -0.3 0.2 -0.2 0.059
H 4.127 1.080 2.430 0.1 -0.2 -0.1 0.074
H -1.693 2.929 -0.636 -0.2 0.0 0.0 0.062
N 0.878 1.410 -0.751 0.3 0.5 -5.0 -0.042
H 5.355 -2.031 0.541 -0.3 0.0 0.2 0.051
H -0.649 -3.931 -3.537 0.0 0.1 0.1 0.109
C -2.571 -0.078 -1.631 0.3 -0.1 -0.3 -0.249
H -2.488 2.786 1.904 -0.2 0.0 -0.1 0.059
C 3.688 0.011 -2.767 0.1 0.2 -0.1 -0.104
H 6.018 -0.106 -0.238 -0.1 -0.1 -0.3 0.060
C 4.526 -2.188 1.234 0.3 -0.2 0.4 -0.104
H -5.432 2.979 -0.416 0.0 -0.2 0.0 0.097
H -1.811 -0.085 6.457 0.0 -0.1 0.0 0.104
H 3.674 -1.073 -2.918 0.0 0.3 0.0 0.083
N -0.434 -1.050 -0.991 0.4 0.6 0.9 -0.047
H 1.465 -3.535 -2.237 -0.2 0.1 0.0 0.111
C 1.052 1.387 -1.933 -1.7 2.1 4.0 -0.135
H -1.785 -2.583 6.846 0.1 0.1 -0.2 0.117
H -5.684 -2.152 0.172 0.1 0.2 -0.1 0.100
H 4.710 2.195 -0.237 -0.1 -0.1 -0.2 0.075
H 5.491 0.477 1.465 -0.3 -0.1 0.2 0.056
C -1.503 -1.159 -1.791 -0.4 -0.5 -0.7 -0.386
H -3.104 4.007 -0.660 0.1 -0.2 0.0 0.099
H -2.195 -2.245 1.491 -0.3 0.0 -0.1 0.038
C 1.072 2.405 -5.589 -0.1 -0.1 0.3 -0.057

***

Values for E, eV, ordered as above
-90223.2835 -245208.7771 -70017.8925